Record 1
ORCA calculation (ωB97M-V/def2-TZVPD) on a 2-piece molecular cluster, CH4O3S overall at a distorted geometry.

Each atom is followed by the atoms it is bonded to, with distances in Å.
Geometry (Å):
1 C 0.19812 0.87873 -1.73131  O2 1.155, O3 1.326, O4 1.325
2 O -0.57313 0.78203 -2.58587  C1 1.155
3 O 0.41138 1.93966 -0.96528  C1 1.326, H7 0.973
4 O 0.92174 -0.08110 -1.17421  C1 1.325, H8 1.005
5 S -0.72257 -1.64073 2.29228  H6 1.345, H9 1.339
6 H -1.69583 -2.51783 1.98967  S5 1.345
7 H -0.18841 2.70128 -1.05172  O3 0.973
8 H 1.70387 0.26490 -0.64630  O4 1.005
9 H -1.39139 -0.52944 1.96161  S5 1.339

For the total energy, the calculation gives -664.41319 Ha. The calculation puts the LUMO energy at 0.337 eV. The value obtained for the HOMO energy is -9.777 eV. The SMILES is O=C(O)O.S. The spin multiplicity is 1. The total charge is 0. The gap between HOMO and LUMO comes out at 10.11 eV.

***

Record 2
ORCA calculation (ωB97M-V/def2-TZVPD) on a 11-piece molecular cluster, C43H69N6O9S4 overall at a distorted geometry.

Each atom is followed by the atoms it is bonded to, with distances in Å.
Geometry (Å):
1 C -0.81257 -1.30300 -0.09287  C2 1.547, H5 1.090, H6 1.090, H7 1.090
2 C -0.47903 0.14381 0.34041  C1 1.547, C3 1.559, O4 1.436, H8 1.090
3 C 0.82327 0.28570 1.18627  C2 1.559, H9 1.090, H10 1.090, H11 1.090
4 O -0.61871 1.07355 -0.74461  C2 1.436
5 H -0.66215 -1.95865 0.76480  C1 1.090
6 H -0.06278 -1.64914 -0.80428  C1 1.090
7 H -1.83316 -1.30776 -0.47557  C1 1.090
8 H -1.23676 0.36568 1.09189  C2 1.090
9 H 0.79111 -0.45974 1.98087  C3 1.090
10 H 0.87076 1.27774 1.63537  C3 1.090
11 H 1.76080 0.25395 0.63118  C3 1.090
12 C 7.25062 1.39399 3.62160  C13 1.569, C18 1.488, H19 1.090, H20 1.090
13 C 5.79396 1.50173 3.04754  C12 1.569, C14 1.507, H21 1.090, H22 1.090
14 C 5.94846 2.14871 1.69528  C13 1.507, S15 1.911, H23 1.090, H24 1.090
15 S 7.31225 3.47677 1.86735  C14 1.911, O16 1.511, O17 1.495, C18 1.870
16 O 6.69434 4.82255 2.17006  S15 1.511
17 O 8.31551 3.46296 0.75862  S15 1.495
18 C 7.93744 2.70311 3.45141  C12 1.488, S15 1.870, H25 1.090, H26 1.090
19 H 7.81315 0.56412 3.19384  C12 1.090
20 H 7.18778 1.08131 4.66390  C12 1.090
21 H 5.05064 2.07626 3.60026  C13 1.090
22 H 5.28300 0.54113 2.98218  C13 1.090
23 H 5.11067 2.47418 1.07860  C14 1.090
24 H 6.40780 1.33897 1.12833  C14 1.090
25 H 7.54403 3.43102 4.16096  C18 1.090
26 H 9.02479 2.75708 3.50482  C18 1.090
27 C -1.02128 -5.28538 3.90717  C28 1.557, C33 1.564, H34 1.090, H35 1.090
28 C -1.34750 -6.28167 2.75614  C27 1.557, C29 1.597, H36 1.090, H37 1.090
29 C -2.12281 -7.42913 3.55104  C28 1.597, S30 1.871, H38 1.090, H39 1.090
30 S -1.28204 -7.76419 5.18839  C29 1.871, O31 1.459, O32 1.482, C33 1.877
31 O -0.38917 -8.91842 5.17634  S30 1.459
32 O -2.31921 -7.63812 6.23980  S30 1.482
33 C -0.31499 -6.16786 4.98770  C27 1.564, S30 1.877, H40 1.090, H41 1.090
34 H -1.91297 -4.75541 4.24203  C27 1.090
35 H -0.34626 -4.52936 3.50607  C27 1.090
36 H -0.55639 -6.64295 2.09908  C28 1.090
37 H -2.00251 -5.77568 2.04689  C28 1.090
38 H -2.51385 -8.29076 3.00995  C29 1.090
39 H -3.08389 -7.00435 3.84084  C29 1.090
40 H 0.69453 -6.48585 4.72719  C33 1.090
41 H -0.08104 -5.73194 5.95896  C33 1.090
42 C 3.67064 -4.38607 0.17208  C43 1.543, C48 1.445, H49 1.090, H50 1.090
43 C 3.98014 -4.90863 1.59099  C42 1.543, C44 1.562, H51 1.090, H52 1.090
44 C 5.39159 -4.38414 2.00507  C43 1.562, S45 1.916, H53 1.090, H54 1.090
45 S 6.24660 -3.98153 0.33800  C44 1.916, O46 1.478, O47 1.453, C48 1.867
46 O 7.44437 -4.83031 0.16742  S45 1.478
47 O 6.30155 -2.54064 0.15836  S45 1.453
48 C 4.82922 -4.73159 -0.61842  C42 1.445, S45 1.867, H55 1.090, H56 1.090
49 H 3.51807 -3.30716 0.14428  C42 1.090
50 H 2.90752 -4.94963 -0.36469  C42 1.090
51 H 4.00773 -5.99761 1.55254  C43 1.090
52 H 3.16649 -4.49457 2.18648  C43 1.090
53 H 5.97317 -5.16299 2.49828  C44 1.090
54 H 5.41039 -3.47433 2.60506  C44 1.090
55 H 4.99745 -5.80849 -0.60965  C48 1.090
56 H 4.85386 -4.30799 -1.62244  C48 1.090
57 C -3.05440 3.59219 4.16270  C58 1.535, C63 1.550, H64 1.090, H65 1.090
58 C -2.52975 2.34228 4.88304  C57 1.535, C59 1.530, H66 1.090, H67 1.090
59 C -3.73170 1.49051 5.29766  C58 1.530, S60 1.831, H68 1.090, H69 1.090
60 S -4.87880 1.57982 3.87304  C59 1.831, O61 1.450, O62 1.449, C63 1.809
61 O -6.25266 1.78493 4.29049  S60 1.450
62 O -4.55102 0.48524 2.98247  S60 1.449
63 C -4.21891 3.14202 3.24403  C57 1.550, S60 1.809, H70 1.090, H71 1.090
64 H -2.21512 3.97648 3.58300  C57 1.090
65 H -3.46638 4.34739 4.83206  C57 1.090
66 H -2.09076 2.57297 5.85369  C58 1.090
67 H -1.75047 1.84454 4.30591  C58 1.090
68 H -4.21090 1.87349 6.19866  C59 1.090
69 H -3.51026 0.43071 5.42375  C59 1.090
70 H -5.03316 3.86091 3.15295  C63 1.090
71 H -3.86387 2.92751 2.23604  C63 1.090
72 N -1.73464 -0.60077 -4.65832  C73 1.396, C76 1.370, H77 1.010
73 C -2.83699 -1.30253 -5.14853  N72 1.396, C74 1.402, H78 1.080
74 C -2.42442 -1.95441 -6.31880  C73 1.402, C75 1.411, H79 1.080
75 C -1.09457 -1.53316 -6.53302  C74 1.411, C76 1.415, H80 1.080
76 C -0.64733 -0.69294 -5.48661  N72 1.370, C75 1.415, H81 1.080
77 H -1.71441 0.07911 -3.91169  N72 1.010
78 H -3.81652 -1.29763 -4.69366  C73 1.080
79 H -3.10106 -2.49902 -6.96063  C74 1.080
80 H -0.47263 -1.83483 -7.36283  C75 1.080
81 H 0.22193 -0.09796 -5.24832  C76 1.080
82 N -4.47582 2.38140 -2.16383  C83 1.368, C86 1.342, H87 1.010
83 C -4.88922 3.20552 -3.17396  N82 1.368, C84 1.353, H88 1.080
84 C -6.23865 3.10743 -3.17098  C83 1.353, C85 1.353, H89 1.080
85 C -6.71997 2.27116 -2.22217  C84 1.353, C86 1.380, H90 1.080
86 C -5.56149 1.77168 -1.66244  N82 1.342, C85 1.380, H91 1.080
87 H -3.53419 2.17453 -1.86277  N82 1.010
88 H -4.20638 3.90525 -3.63276  C83 1.080
89 H -6.85900 3.71448 -3.81367  C84 1.080
90 H -7.75189 2.05281 -1.99008  C85 1.080
91 H -5.41513 0.94368 -0.98465  C86 1.080
92 N 0.15213 4.84479 -4.79721  C93 1.389, C96 1.311, H97 1.010
93 C -0.30807 4.42020 -6.03724  N92 1.389, C94 1.374, H98 1.080
94 C 0.41269 5.14056 -6.95899  C93 1.374, C95 1.394, H99 1.080
95 C 1.13909 6.11870 -6.28101  C94 1.394, C96 1.367, H100 1.080
96 C 0.97205 5.85615 -4.95033  N92 1.311, C95 1.367, H101 1.080
97 H 0.04569 4.36563 -3.91451  N92 1.010
98 H -1.02339 3.61623 -6.12860  C93 1.080
99 H 0.44610 5.02771 -8.03256  C94 1.080
100 H 1.83037 6.82388 -6.71831  C95 1.080
101 H 1.44181 6.16133 -4.02697  C96 1.080
102 N 0.69063 5.31775 -0.06072  C103 1.392, C106 1.383, H107 1.010
103 C -0.15182 6.29695 -0.58025  N102 1.392, C104 1.339, H108 1.080
104 C 0.41520 7.50017 -0.42248  C103 1.339, C105 1.380, H109 1.080
105 C 1.62341 7.36309 0.22998  C104 1.380, C106 1.425, H110 1.080
106 C 1.80588 5.96532 0.43888  N102 1.383, C105 1.425, H111 1.080
107 H 0.48278 4.32949 -0.07659  N102 1.010
108 H -1.11907 6.04303 -0.98810  C103 1.080
109 H 0.00773 8.46658 -0.68024  C104 1.080
110 H 2.37537 8.10981 0.43822  C105 1.080
111 H 2.59860 5.37105 0.86881  C106 1.080
112 N -8.99131 -4.04949 -2.00486  C113 1.377, C116 1.384, H117 1.010
113 C -8.03527 -3.08560 -1.77615  N112 1.377, C114 1.420, H118 1.080
114 C -7.23085 -3.51460 -0.68705  C113 1.420, C115 1.393, H119 1.080
115 C -7.71386 -4.75778 -0.28393  C114 1.393, C116 1.403, H120 1.080
116 C -8.78604 -5.09660 -1.12301  N112 1.384, C115 1.403, H121 1.080
117 H -9.72420 -4.07244 -2.69944  N112 1.010
118 H -8.00195 -2.23375 -2.43920  C113 1.080
119 H -6.43651 -2.99632 -0.17052  C114 1.080
120 H -7.49237 -5.44855 0.51619  C115 1.080
121 H -9.59440 -5.81192 -1.08737  C116 1.080
122 N 3.15785 1.31298 -2.70135  C123 1.356, C126 1.403, H127 1.010
123 C 4.12868 2.11380 -3.20494  N122 1.356, C124 1.352, H128 1.080
124 C 5.21116 1.32986 -3.41017  C123 1.352, C125 1.378, H129 1.080
125 C 4.76124 0.02834 -3.36360  C124 1.378, C126 1.362, H130 1.080
126 C 3.50007 -0.03895 -2.85376  N122 1.403, C125 1.362, H131 1.080
127 H 2.25092 1.51383 -2.30483  N122 1.010
128 H 3.97780 3.18223 -3.15917  C123 1.080
129 H 6.20841 1.69862 -3.59967  C124 1.080
130 H 5.35329 -0.85631 -3.54597  C125 1.080
131 H 2.93630 -0.93039 -2.62159  C126 1.080

For the total energy, the calculation gives -4278.08200 Ha. The calculation puts the LUMO energy at 1.563 eV. The value obtained for the HOMO energy is -4.160 eV. The spin multiplicity is 1. The total charge is -1. The gap between HOMO and LUMO comes out at 5.72 eV.

***

> Which value of total charge does entry 2 give?

-1

***

> Look up the total energy of the second one.

-4278.08200 Ha

***

> What is the HOMO energy in the first record?

-9.777 eV

***

> Among the records above, which one has the highest total energy?

CH4O3S